{"formula": "C27H88N16O15", "method": "wB97M-V/def2-TZVPD", "total_charge": 0, "homo_lumo_gap_ev": 8.1, "e_tot_ev": -83978.1064, "elements": ["C", "O", "H", "H", "H", "H", "C", "O", "H", "H", "H", "H", "C", "O", "H", "H", "H", "H", "C", "O", "H", "H", "H", "H", "C", "O", "H", "H", "H", "H", "C", "O", "N", "N", "H", "H", "H", "H", "C", "O", "N", "N", "H", "H", "H", "H", "C", "O", "N", "N", "H", "H", "H", "H", "C", "O", "N", "N", "H", "H", "H", "H", "C", "O", "N", "N", "H", "H", "H", "H", "C", "O", "N", "N", "H", "H", "H", "H", "C", "C", "C", "O", "C", "N", "H", "H", "H", "H", "H", "H", "H", "H", "H", "H", "H", "C", "C", "C", "O", "C", "N", "H", "H", "H", "H", "H", "H", "H", "H", "H", "H", "H", "C", "C", "C", "O", "C", "N", "H", "H", "H", "H", "H", "H", "H", "H", "H", "H", "H", "C", "C", "C", "O", "C", "N", "H", "H", "H", "H", "H", "H", "H", "H", "H", "H", "H"], "positions_angstrom": [[7.14, -27.86, -21.63], [6.43, -28.15, -20.45], [7.99, -27.23, -21.37], [7.37, -28.81, -22.12], [6.65, -27.36, -22.46], [7.00, -28.32, -19.71], [6.52, -27.94, -17.41], [7.80, -27.95, -18.05], [6.53, -27.84, -16.33], [5.85, -27.14, -17.73], [5.92, -28.81, -17.68], [8.35, -28.55, -17.54], [8.89, -24.84, -16.29], [9.30, -24.92, -14.92], [9.63, -24.30, -16.88], [8.73, -25.83, -16.72], [7.93, -24.37, -16.11], [8.76, -25.59, -14.50], [4.76, -24.07, -18.00], [4.24, -23.82, -19.29], [4.73, -23.12, -17.45], [4.31, -24.96, -17.57], [5.82, -24.34, -18.01], [4.15, -24.64, -19.78], [6.74, -21.78, -15.11], [7.16, -21.81, -16.42], [7.11, -22.66, -14.59], [7.16, -20.95, -14.54], [5.65, -21.74, -15.07], [7.37, -20.90, -16.66], [5.12, -19.09, -19.31], [4.53, -18.19, -18.74], [5.24, -19.18, -20.59], [5.82, -20.02, -18.75], [4.78, -18.60, -21.28], [5.67, -20.05, -20.86], [6.27, -20.77, -19.25], [5.74, -19.92, -17.74], [4.72, -24.24, -23.10], [5.44, -25.17, -22.88], [3.79, -23.84, -22.30], [4.85, -23.49, -24.17], [3.27, -22.99, -22.46], [3.84, -24.19, -21.36], [4.13, -22.83, -24.40], [5.47, -23.96, -24.81], [4.50, -19.47, -13.12], [4.38, -19.15, -14.30], [5.20, -18.83, -12.21], [3.95, -20.49, -12.56], [5.08, -18.91, -11.21], [5.82, -18.08, -12.49], [3.40, -21.06, -13.18], [4.25, -20.80, -11.64], [11.08, -21.86, -14.18], [11.78, -21.02, -13.71], [11.34, -23.15, -14.16], [9.93, -21.64, -14.77], [10.55, -23.68, -14.49], [12.05, -23.45, -13.50], [9.48, -20.74, -14.80], [9.52, -22.40, -15.29], [2.07, -20.89, -17.56], [2.19, -21.48, -16.49], [2.49, -21.27, -18.72], [1.79, -19.63, -17.60], [2.42, -20.51, -19.39], [2.92, -22.18, -18.81], [2.04, -19.16, -18.45], [1.53, -19.20, -16.72], [2.96, -24.02, -14.30], [3.13, -25.01, -13.64], [3.75, -23.03, -14.43], [2.03, -23.95, -15.18], [3.52, -22.23, -15.01], [4.41, -22.86, -13.69], [1.99, -23.05, -15.64], [1.33, -24.64, -15.42], [-2.52, -23.22, -17.90], [-2.58, -22.44, -19.28], [-1.26, -22.58, -20.09], [-1.16, -24.03, -20.24], [-0.16, -24.35, -21.18], [-3.71, -22.98, -20.09], [-1.56, -23.12, -17.39], [-2.60, -24.30, -18.05], [-3.30, -22.98, -17.18], [-2.74, -21.40, -19.00], [-0.37, -22.17, -19.61], [-1.36, -22.16, -21.09], [0.10, -25.40, -21.07], [0.71, -23.71, -21.01], [-0.53, -24.22, -22.20], [-4.56, -23.24, -19.60], [-3.27, -23.86, -20.32], [7.94, -24.23, -20.17], [7.77, -22.82, -19.62], [9.14, -22.04, -19.63], [10.05, -22.63, -18.72], [11.31, -21.97, -18.69], [6.77, -22.13, -20.44], [8.82, -24.80, -19.90], [7.92, -24.34, -21.25], [7.06, -24.70, -19.72], [7.44, -22.89, -18.58], [8.93, -21.02, -19.32], [9.53, -21.84, -20.63], [11.71, -22.36, -19.63], [11.88, -22.30, -17.82], [11.25, -20.89, -18.57], [5.94, -22.70, -20.51], [7.22, -22.18, -21.34], [2.10, -27.50, -21.47], [2.75, -26.81, -20.28], [2.87, -27.54, -18.98], [1.64, -27.89, -18.42], [1.00, -26.78, -17.77], [4.07, -26.33, -20.70], [2.66, -28.40, -21.72], [2.02, -26.73, -22.23], [1.10, -27.85, -21.18], [2.29, -25.86, -20.00], [3.38, -26.93, -18.23], [3.25, -28.56, -19.02], [0.87, -27.07, -16.73], [0.03, -26.73, -18.26], [1.49, -25.82, -17.91], [4.64, -27.16, -20.79], [4.04, -25.95, -21.64], [2.95, -28.52, -15.41], [2.09, -28.65, -14.11], [2.10, -29.97, -13.41], [3.43, -30.37, -13.00], [3.39, -31.42, -12.02], [2.51, -27.67, -13.14], [4.01, -28.74, -15.33], [2.96, -27.49, -15.77], [2.70, -29.20, -16.22], [1.07, -28.45, -14.42], [1.79, -30.73, -14.13], [1.35, -29.98, -12.62], [3.01, -32.39, -12.32], [2.84, -31.02, -11.17], [4.43, -31.53, -11.72], [3.45, -27.88, -12.86], [2.56, -26.74, -13.53]]}